Record 1
The following is a DFT calculation (ωB97M-V/def2-TZVPD) of a 2-piece molecular cluster, FH2NO2P overall in a non-equilibrium geometry.

Output
Total energy, eV: -17622.1805
⟨S²⟩: 2.010
Net charge: -1
Multiplicity: 3
Energy relative to the best compared isomer or geometry (same formula, charge and spin), kJ/mol: 238.3
Largest force on an atom, eV Å⁻¹: 4.0

CARTESIAN COORDINATES (ANGSTROEM)
N  0.157  0.371  -0.037
O  2.399  0.649  -1.309
O  2.449  0.436  1.296
F  1.184  -2.308  0.037
P  1.864  0.235  -0.036
H  0.017  -0.625  -0.106
H  -0.157  0.708  0.880

***

Record 2
The following is a DFT calculation (ωB97M-V/def2-TZVPD) of a 10-piece molecular cluster, C65H57F14I2N10O19S overall in a non-equilibrium geometry.

Output
Total energy, eV: -187182.0736
Net charge: +1
Multiplicity: 1
Largest force on an atom, eV Å⁻¹: 2.4

CARTESIAN COORDINATES (ANGSTROEM)
C  -1.488  1.451  -3.907
C  -1.901  -0.004  -4.144
I  -3.933  -0.291  -3.456
C  -0.879  -1.041  -3.646
I  -1.837  -2.930  -3.282
N  -0.084  -0.588  -2.462
C  -0.819  -0.714  -1.132
C  -0.475  0.392  -0.138
C  0.702  0.066  0.758
F  1.878  0.024  0.080
F  0.506  -1.210  1.199
C  0.858  0.883  2.059
F  1.798  0.291  2.815
F  -0.309  0.717  2.736
C  1.071  2.423  1.960
F  -0.164  2.966  1.811
F  1.525  2.860  3.146
C  1.902  3.027  0.794
F  1.563  2.543  -0.410
F  1.559  4.331  0.765
S  3.790  3.026  0.960
F  3.860  4.147  -0.155
F  3.705  4.126  2.065
F  3.730  1.865  2.019
F  3.911  1.939  -0.187
F  5.348  3.043  1.077
C  1.188  -1.439  -2.414
C  2.313  -0.655  -3.075
O  2.443  -0.631  -4.269
F  3.149  -0.003  -2.275
H  -2.041  1.914  -3.099
H  -0.421  1.583  -3.805
H  -1.762  2.014  -4.790
H  -1.970  -0.161  -5.208
H  -0.197  -1.235  -4.460
H  0.244  0.376  -2.541
H  -0.696  -1.718  -0.759
H  -1.876  -0.611  -1.359
H  -0.360  1.329  -0.680
H  -1.348  0.526  0.488
H  1.418  -1.743  -1.406
H  1.073  -2.325  -3.019
C  2.225  -5.989  4.310
C  1.265  -6.926  3.948
C  0.170  -6.533  3.195
C  0.061  -5.208  2.812
C  1.006  -4.262  3.169
C  2.095  -4.661  3.925
N  -1.085  -4.797  1.992
O  -1.909  -5.636  1.704
O  -1.143  -3.633  1.638
H  3.082  -6.298  4.894
H  1.373  -7.950  4.254
H  -0.580  -7.254  2.913
H  0.902  -3.232  2.865
H  2.844  -3.936  4.211
C  1.612  -10.723  -1.827
C  0.410  -10.417  -1.199
C  0.393  -10.095  0.147
C  1.588  -10.081  0.845
C  2.792  -10.387  0.240
C  2.799  -10.711  -1.107
N  1.578  -9.722  2.268
O  0.504  -9.469  2.781
O  2.638  -9.690  2.855
H  1.622  -10.970  -2.880
H  -0.513  -10.430  -1.761
H  -0.538  -9.859  0.639
H  3.717  -10.375  0.797
H  3.733  -10.950  -1.596
C  1.575  7.534  -0.985
C  0.478  6.699  -1.170
C  -0.657  7.171  -1.802
C  -0.678  8.483  -2.239
C  0.398  9.331  -2.058
C  1.535  8.850  -1.425
N  -1.880  8.982  -2.925
O  -2.817  8.216  -3.043
O  -1.868  10.125  -3.322
H  2.465  7.155  -0.499
H  0.516  5.675  -0.829
H  -1.510  6.526  -1.949
H  0.363  10.353  -2.404
H  2.386  9.493  -1.285
C  7.058  -14.491  3.518
C  8.212  -14.006  2.916
C  8.174  -12.824  2.194
C  6.976  -12.144  2.090
C  5.815  -12.614  2.678
C  5.861  -13.797  3.396
N  6.935  -10.879  1.344
O  7.958  -10.493  0.825
O  5.873  -10.289  1.294
H  7.093  -15.411  4.085
H  9.142  -14.547  3.011
H  9.069  -12.444  1.725
H  4.887  -12.070  2.585
H  4.964  -14.177  3.863
C  -5.265  -8.821  0.386
C  -4.116  -8.343  -0.229
C  -4.165  -7.191  -0.995
C  -5.372  -6.530  -1.130
C  -6.528  -6.993  -0.530
C  -6.470  -8.148  0.232
N  -5.427  -5.293  -1.921
O  -4.400  -4.916  -2.456
O  -6.485  -4.714  -1.992
H  -5.222  -9.718  0.988
H  -3.178  -8.868  -0.108
H  -3.273  -6.817  -1.472
H  -7.463  -6.466  -0.649
H  -7.365  -8.522  0.709
C  -5.353  3.239  1.957
C  -6.446  3.035  1.125
C  -6.503  1.908  0.324
C  -5.463  0.999  0.367
C  -4.368  1.184  1.190
C  -4.316  2.314  1.989
N  -5.533  -0.189  -0.489
O  -6.486  -0.295  -1.232
O  -4.619  -0.990  -0.448
H  -5.311  4.119  2.584
H  -7.252  3.754  1.102
H  -7.350  1.747  -0.326
H  -3.564  0.461  1.212
H  -3.466  2.475  2.639
C  0.264  11.834  4.359
C  0.108  13.080  3.768
C  0.433  13.261  2.434
C  0.907  12.183  1.710
C  1.073  10.935  2.283
C  0.748  10.763  3.618
N  1.240  12.368  0.291
O  1.110  13.472  -0.182
O  1.632  11.393  -0.326
H  0.006  11.695  5.401
H  -0.268  13.912  4.347
H  0.315  14.229  1.971
H  1.449  10.105  1.702
H  0.871  9.794  4.081
C  4.915  4.286  -4.521
C  5.113  3.671  -5.750
C  4.166  2.792  -6.249
C  3.027  2.546  -5.505
C  2.816  3.146  -4.275
C  3.769  4.021  -3.783
N  2.012  1.632  -6.041
O  2.221  1.106  -7.103
O  1.002  1.451  -5.373
H  5.655  4.976  -4.138
H  6.006  3.878  -6.322
H  4.318  2.313  -7.204
H  1.922  2.943  -3.705
H  3.617  4.500  -2.825
C  -3.659  10.054  1.773
C  -3.437  9.235  0.674
C  -4.288  8.175  0.416
C  -5.357  7.955  1.266
C  -5.591  8.755  2.369
C  -4.732  9.812  2.621
N  -6.283  6.850  0.979
O  -6.047  6.149  0.017
O  -7.235  6.701  1.718
H  -2.996  10.886  1.968
H  -2.602  9.427  0.015
H  -4.120  7.539  -0.441
H  -6.429  8.567  3.022
H  -4.902  10.450  3.477

***

Record 3
The following is a DFT calculation (ωB97M-V/def2-TZVPD) of one molecule with the formula C4H9NO2 in a non-equilibrium geometry.

Output
SMILES string: COCCNC=O
Total energy, eV: -9877.1481
Multiplicity: 1
Energy relative to the best compared isomer or geometry (same formula, charge and spin), kJ/mol: 281.0
Largest force on an atom, eV Å⁻¹: 1.5

CARTESIAN COORDINATES (ANGSTROEM)
C  1.664  0.116  -1.286
O  0.872  0.881  -0.379
C  -0.532  0.949  -0.504
C  -1.288  0.544  1.057
N  -0.578  -0.588  1.591
C  -0.266  -1.470  0.617
O  -0.861  -1.467  -0.445
H  1.253  -0.882  -1.488
H  1.845  0.617  -2.251
H  2.640  -0.002  -0.798
H  -0.807  0.442  -1.460
H  -0.868  1.967  -0.621
H  -2.322  0.260  0.841
H  -1.369  1.257  1.918
H  0.032  -0.496  2.392
H  0.585  -2.129  0.815

***

Record 4
The following is a DFT calculation (ωB97M-V/def2-TZVPD) of one molecule with the formula C2H8NS in a non-equilibrium geometry.

Output
Total energy, eV: -14525.6565
⟨S²⟩: 0.751
Multiplicity: 2
Energy relative to the best compared isomer or geometry (same formula, charge and spin), kJ/mol: 201.5
Largest force on an atom, eV Å⁻¹: 1.7

CARTESIAN COORDINATES (ANGSTROEM)
C  0.258  -1.011  0.040
C  -0.191  0.357  0.464
S  -0.008  1.560  -0.934
N  0.085  -2.020  1.183
H  -0.263  -1.467  -0.799
H  1.320  -0.941  -0.190
H  -1.240  0.355  0.757
H  0.383  0.744  1.302
H  -0.961  0.918  -1.629
H  0.240  -2.991  0.798
H  0.545  -1.588  2.030
H  -0.917  -2.103  1.482

***

Record 5
The following is a DFT calculation (ωB97M-V/def2-TZVPD) of one molecule with the formula C3H7NO2.

Output
SMILES string: COC(=O)CN
Total energy, eV: -8809.2438
Multiplicity: 1
Energy relative to the best compared isomer or geometry (same formula, charge and spin), kJ/mol: 124.0
Largest force on an atom, eV Å⁻¹: 0.8

CARTESIAN COORDINATES (ANGSTROEM)
C  2.279  0.325  0.050
O  1.206  -0.556  0.473
C  0.035  -0.057  0.049
O  0.033  0.939  -0.646
C  -1.359  -0.637  0.466
N  -2.369  0.059  -0.311
H  3.218  -0.085  0.414
H  2.096  1.321  0.461
H  2.287  0.420  -1.039
H  -1.501  -0.476  1.547
H  -1.475  -1.716  0.324
H  -1.905  0.922  -0.622
H  -2.545  -0.460  -1.166

***

Record 6
The following is a DFT calculation (ωB97M-V/def2-TZVPD) of C24H18N5O4PdS7 as an isolated structure.

Output
Total energy, eV: -120140.9352
Net charge: +1
Multiplicity: 1
Largest force on an atom, eV Å⁻¹: 0.8

CARTESIAN COORDINATES (ANGSTROEM)
Pd  1.633  -1.373  0.936
O  -3.253  -6.219  0.058
C  -2.457  -5.408  0.389
S  -0.754  -5.444  -0.217
C  -0.226  -3.987  0.528
C  -1.226  -3.276  1.383
S  -0.921  -1.919  2.196
S  -2.791  -4.037  1.463
S  1.324  -3.517  0.266
N  4.724  -0.128  6.499
C  4.080  -0.228  5.329
N  3.941  0.882  4.580
N  3.651  -1.426  4.985
C  3.090  -1.632  3.836
N  2.558  -1.893  2.839
H  5.079  0.744  6.843
H  4.854  -0.964  7.041
H  4.092  1.786  4.996
H  3.272  0.884  3.820
O  0.061  1.470  2.219
S  1.394  1.853  1.879
O  2.271  2.326  2.915
N  2.170  0.590  1.093
C  2.373  0.852  -0.194
S  2.768  -0.450  -1.165
C  2.039  2.232  -0.587
C  2.195  2.841  -1.820
C  1.774  4.157  -1.950
C  1.202  4.837  -0.877
C  1.034  4.222  0.359
C  1.465  2.917  0.471
H  2.635  2.301  -2.648
H  1.886  4.663  -2.899
H  0.879  5.861  -1.006
H  0.586  4.744  1.194
O  -0.335  -0.412  -0.290
S  -0.626  -0.880  -1.692
C  -1.130  0.587  -2.575
C  -1.636  1.662  -1.859
C  -2.029  2.795  -2.554
C  -1.901  2.845  -3.937
C  -1.372  1.769  -4.635
C  -0.978  0.627  -3.951
C  -2.194  -1.730  -1.568
C  -3.135  -1.310  -0.637
C  -4.331  -2.001  -0.538
C  -4.571  -3.103  -1.352
C  -3.616  -3.524  -2.266
C  -2.414  -2.836  -2.376
H  -1.705  1.608  -0.780
H  -2.436  3.641  -2.016
H  -2.212  3.732  -4.474
H  -1.264  1.817  -5.710
H  -0.554  -0.217  -4.482
H  -2.919  -0.462  0.002
H  -5.078  -1.683  0.177
H  -5.506  -3.641  -1.267
H  -3.804  -4.387  -2.891
H  -1.656  -3.157  -3.082

***

Record 7
The following is a DFT calculation (ωB97M-V/def2-TZVPD) of a 3-piece molecular cluster, C3H6Cl6 overall in a non-equilibrium geometry.

Output
SMILES string: ClCCl.ClCCl.ClCCl
Total energy, eV: -78342.5236
Multiplicity: 1
Energy relative to the best compared isomer or geometry (same formula, charge and spin), kJ/mol: 37.2
Largest force on an atom, eV Å⁻¹: 1.3

CARTESIAN COORDINATES (ANGSTROEM)
Cl  5.359  0.705  0.860
C  5.855  2.317  1.460
Cl  5.719  3.624  0.224
H  5.185  2.567  2.283
H  6.874  2.209  1.832
Cl  -0.823  -0.685  3.914
C  -0.473  -1.666  2.404
Cl  -1.248  -3.226  2.597
H  -0.781  -1.155  1.492
H  0.597  -1.856  2.323
Cl  -4.663  -0.454  -5.510
C  -5.389  -0.632  -3.837
Cl  -4.360  0.018  -2.556
H  -6.325  -0.074  -3.860
H  -5.527  -1.693  -3.628

***

Record 8
The following is a DFT calculation (ωB97M-V/def2-TZVPD) of one molecule with the formula C6H11NO in a non-equilibrium geometry.

Output
SMILES string: NCC/C=C/C=C/O
Total energy, eV: -9935.0811
Multiplicity: 1
Energy relative to the best compared isomer or geometry (same formula, charge and spin), kJ/mol: 325.5
Largest force on an atom, eV Å⁻¹: 5.9

CARTESIAN COORDINATES (ANGSTROEM)
N  -3.280  0.979  0.447
C  -2.363  0.513  -0.560
C  -1.545  -0.645  0.177
C  -0.193  -0.197  0.537
C  0.903  -0.185  -0.252
C  2.247  -0.397  0.306
C  3.338  -0.094  -0.398
O  4.565  -0.665  -0.052
H  -2.948  1.684  1.049
H  -4.118  1.397  0.086
H  -1.732  1.230  -0.934
H  -2.966  -0.214  -1.120
H  -2.172  -1.062  1.052
H  -1.514  -1.473  -0.529
H  -0.028  -0.082  1.629
H  0.735  -0.276  -1.310
H  2.436  -0.944  1.292
H  3.455  0.355  -1.355
H  5.182  0.075  -0.066

***

Record 9
The following is a DFT calculation (ωB97M-V/def2-TZVPD) of C50H39Cl4N4OOsS as an isolated structure in a non-equilibrium geometry.

Output
Total energy, eV: -123864.6016
⟨S²⟩: 6.089
Net charge: +1
Multiplicity: 5
Largest force on an atom, eV Å⁻¹: 7.5

CARTESIAN COORDINATES (ANGSTROEM)
Os  0.000  0.000  0.000
Cl  1.438  3.458  -8.057
C  1.535  3.048  -6.387
C  0.848  1.935  -5.913
C  0.931  1.607  -4.560
C  1.713  2.376  -3.677
C  2.391  3.496  -4.167
C  2.300  3.833  -5.522
C  1.783  1.953  -2.258
C  1.129  2.598  -1.289
C  0.399  3.824  -1.427
C  -0.615  3.731  -0.569
C  -0.568  2.371  0.032
C  -1.771  1.728  0.369
C  -2.979  2.541  -0.050
C  -3.649  3.393  0.837
C  -4.792  4.077  0.412
C  -5.266  3.905  -0.891
Cl  -6.691  4.730  -1.399
C  -4.603  3.069  -1.787
C  -3.458  2.395  -1.369
C  -2.274  0.233  0.787
N  -1.705  -0.884  1.167
C  -2.577  -1.885  1.093
C  -2.006  -3.082  1.118
C  -2.819  -4.281  0.826
C  -3.389  -4.399  -0.458
C  -4.173  -5.501  -0.798
C  -4.374  -6.508  0.140
Cl  -5.333  -7.876  -0.274
C  -3.804  -6.414  1.412
C  -3.031  -5.299  1.758
C  -0.456  -2.998  1.119
C  0.271  -4.084  1.567
C  1.548  -3.850  1.157
C  1.450  -2.724  0.362
N  0.375  -1.951  0.671
C  2.280  -2.657  -0.867
C  2.487  -1.456  -1.391
C  3.355  -1.179  -2.500
C  3.283  0.097  -2.806
C  2.215  0.554  -1.889
N  1.800  -0.329  -0.990
C  2.477  -3.838  -1.759
C  3.707  -4.434  -2.047
C  3.783  -5.427  -3.034
C  2.634  -5.833  -3.720
Cl  2.746  -7.022  -4.960
C  1.399  -5.269  -3.424
C  1.325  -4.277  -2.449
C  -3.878  -1.344  0.932
C  -3.764  -0.026  0.739
N  0.813  2.088  -0.088
H  0.244  1.323  -6.576
H  0.380  0.748  -4.177
H  2.981  4.107  -3.488
H  2.824  4.708  -5.892
H  0.597  4.632  -2.106
H  -1.378  4.477  -0.442
H  -3.269  3.523  1.848
H  -5.306  4.740  1.101
H  -4.962  2.937  -2.803
H  -2.919  1.746  -2.059
H  -3.225  -3.616  -1.199
H  -4.614  -5.562  -1.789
H  -3.961  -7.206  2.139
H  -2.603  -5.229  2.755
H  -0.099  -4.972  2.056
H  2.378  -4.540  1.215
H  4.019  -1.879  -2.978
H  3.815  0.662  -3.547
H  4.610  -4.098  -1.546
H  4.746  -5.862  -3.286
H  0.500  -5.566  -3.957
H  0.363  -3.798  -2.251
H  -4.794  -1.907  0.955
H  -4.559  0.678  0.602
C  -2.544  2.036  4.078
C  -2.446  0.564  3.707
C  -1.024  0.012  3.740
S  -0.026  0.615  2.344
O  0.905  -0.486  1.931
C  0.931  1.884  3.233
C  2.307  1.423  3.705
C  2.273  0.460  4.882
H  -3.595  2.341  4.128
H  -2.051  2.672  3.338
H  -2.092  2.226  5.057
H  -2.896  0.409  2.719
H  -3.052  -0.006  4.421
H  -1.073  -1.077  3.631
H  -0.535  0.221  4.694
H  0.342  2.297  4.056
H  1.073  2.693  2.507
H  2.873  2.310  4.016
H  2.870  0.971  2.880
H  1.711  0.883  5.720
H  3.291  0.256  5.229
H  1.822  -0.498  4.607
H  -0.865  0.485  -1.411

***

Record 10
The following is a DFT calculation (ωB97M-V/def2-TZVPD) of a 2-piece molecular cluster, C3H12N2O2 overall in a non-equilibrium geometry.

Output
SMILES string: NC[C@@H](N)CO.O
Total energy, eV: -10378.6727
Multiplicity: 1
Energy relative to the best compared isomer or geometry (same formula, charge and spin), kJ/mol: 277.6
Largest force on an atom, eV Å⁻¹: 4.6

CARTESIAN COORDINATES (ANGSTROEM)
N  0.785  -1.721  1.929
C  1.192  -1.267  0.503
C  0.051  -0.356  -0.088
N  0.551  0.825  -0.810
C  -0.776  -1.210  -0.956
O  -1.851  -0.314  -1.519
H  1.250  -1.878  2.835
H  -0.046  -2.333  1.824
H  1.436  -2.129  -0.032
H  2.051  -0.580  0.573
H  -0.556  0.042  0.786
H  0.877  0.634  -1.866
H  1.438  1.167  -0.358
H  -0.231  -1.605  -1.868
H  -1.381  -2.097  -0.473
H  -1.769  0.271  -0.741
O  -1.162  4.569  0.044
H  -1.595  3.734  0.108
H  -0.264  4.249  0.108

***

Record 11
The following is a DFT calculation (ωB97M-V/def2-TZVPD) of C4H6ClCu2O2 as an isolated structure in a non-equilibrium geometry.

Output
Total energy, eV: -110132.0215
Net charge: +1
Multiplicity: 1
Largest force on an atom, eV Å⁻¹: 14.7

CARTESIAN COORDINATES (ANGSTROEM)
Cu  1.608  2.386  1.043
Cu  -0.116  3.806  2.766
Cl  -0.631  2.387  1.241
O  1.417  1.380  -0.068
C  0.859  0.331  -0.183
O  1.222  -0.472  -1.178
C  0.429  -1.614  -1.214
C  -0.918  -1.195  -0.566
C  -0.445  -0.143  0.376
H  0.906  -2.350  -0.567
H  0.148  -1.938  -2.216
H  -1.393  -2.028  -0.049
H  -1.685  -0.845  -1.257
H  -0.337  -0.458  1.414
H  -1.063  0.751  0.456

***

Question: Which value of largest force on an atom does entry 11 give?
Answer: 14.7 eV Å⁻¹